Entry 1:
Computed, not measured: C34H53BrMnN2P2 as an isolated structure at a distorted geometry, with wB97M-V/def2-TZVPD.

E_HOMO (alpha / beta) ... -13.21 / -13.37 eV
Multiplicity ... 6
Gap between HOMO and LUMO (alpha / beta) ... 6.9152 / 6.5376 eV
⟨S²⟩ ... 8.78
Net charge ... +2

Each line ends with the Mulliken charge.
Geometry (Å):
N 1.59 -3.18 4.80  -0.586
C 0.97 -3.95 3.90  -1.026
C 0.91 -3.63 2.54  -0.314
C 1.51 -2.42 2.10  0.316
C 2.27 -1.69 3.04  -0.374
C 2.26 -2.11 4.38  -0.807
C 1.37 -1.97 0.73  0.213
Mn -0.21 -0.13 -0.12  0.148
P -0.29 1.13 -2.29  -0.515
C 2.05 -0.82 0.24  -1.391
C 2.74 -0.84 -1.05  0.843
C 3.82 0.04 -1.31  -0.356
C 4.24 0.24 -2.62  -0.582
C 3.51 -0.39 -3.63  -0.536
C 2.71 -1.51 -3.37  -0.116
C 2.32 -1.72 -2.06  -0.499
Br 3.48 0.36 -5.42  -0.047
H 0.90 -2.68 0.03  0.300
H 2.40 -0.06 0.95  0.619
H 0.45 -4.31 1.83  0.773
H 2.88 -0.83 2.76  0.664
H 0.49 -4.86 4.27  0.636
H 2.80 -1.53 5.13  0.433
H 4.29 0.59 -0.48  0.514
H 1.62 -2.52 -1.83  0.431
H 5.05 0.93 -2.87  0.426
H 2.36 -2.15 -4.17  0.494
P -0.27 1.63 1.57  1.271
C -0.57 -0.20 -3.54  -0.304
C -0.16 0.10 -4.98  -1.159
H -1.63 -0.50 -3.52  0.639
H 0.00 -1.08 -3.19  0.359
H -0.46 -0.74 -5.62  0.473
H -0.66 1.00 -5.37  0.229
H 0.93 0.21 -5.08  -0.094
C 1.27 1.97 -2.74  1.944
C 1.22 2.98 -3.89  -1.519
H 1.98 1.17 -2.98  -1.206
H 1.66 2.45 -1.83  -0.067
H 2.24 3.31 -4.11  0.420
H 0.83 2.53 -4.82  0.303
H 0.62 3.85 -3.63  0.385
C -1.60 2.41 -2.39  0.357
C -2.28 2.58 -3.75  -1.656
H -1.18 3.37 -2.05  0.602
H -2.36 2.13 -1.64  -0.053
H -3.07 3.34 -3.66  0.485
H -1.59 2.92 -4.53  0.293
H -2.76 1.64 -4.08  0.311
C -1.92 2.22 2.10  -0.830
C -2.84 2.75 1.00  -1.028
H -1.75 3.00 2.86  0.711
H -2.40 1.37 2.60  0.010
H -3.64 3.36 1.45  0.442
H -2.31 3.39 0.27  0.256
H -3.32 1.93 0.45  0.175
C 0.62 3.14 0.96  -0.674
C 2.13 2.98 0.85  -0.926
H 0.36 3.94 1.67  0.624
H 0.17 3.40 -0.01  0.117
H 2.57 3.95 0.55  0.441
H 2.59 2.70 1.81  0.304
H 2.42 2.24 0.09  -0.045
C 0.56 1.32 3.19  -0.652
C -0.23 0.51 4.20  -1.248
H 0.82 2.31 3.61  0.653
H 1.51 0.80 2.96  0.042
H 0.38 0.36 5.10  0.439
H -1.15 1.03 4.52  0.393
H -0.50 -0.48 3.81  0.113
C -2.57 -4.31 1.79  -0.588
N -2.89 -3.32 2.85  0.129
C -2.56 -3.84 4.21  -0.663
C -2.27 -1.95 2.53  1.232
C -2.92 -1.38 1.31  0.699
C -4.33 -1.42 1.30  -1.136
C -5.04 -1.20 0.12  -1.256
C -4.35 -0.82 -1.02  -1.013
C -2.96 -0.62 -0.96  0.652
C -2.22 -0.88 0.19  0.771
H -1.49 -4.51 1.82  0.170
H -2.85 -3.89 0.82  0.255
H -3.13 -5.23 1.99  0.457
H -3.92 -3.19 2.84  0.489
H -1.47 -3.99 4.29  0.146
H -2.89 -3.10 4.95  0.344
H -3.09 -4.79 4.36  0.396
H -2.44 -1.34 3.43  0.253
H -1.19 -2.12 2.41  -1.480
H -4.88 -1.66 2.21  0.554
H -6.12 -1.34 0.11  0.423
H -4.88 -0.65 -1.96  0.460
H -2.48 -0.27 -1.87  -0.286



Entry 2:
Computed, not measured: C34H53F4HgN2O10P2S2 as an isolated structure, with wB97M-V/def2-TZVPD.

E_HOMO (alpha / beta) ... 1.23 / -1.54 eV
Multiplicity ... 2
Gap between HOMO and LUMO (alpha / beta) ... 2.4273 / 5.1971 eV
Energy above the lowest of the compared OMol25 structures with the same formula, charge and spin ... 8.96 kJ/mol
⟨S²⟩ ... 0.78
Net charge ... -2

Each line ends with the Mulliken charge.
Geometry (Å):
Hg -0.25 -1.03 0.95  2.933
C 3.61 0.34 0.37  -1.001
N 2.73 -0.57 -0.33  1.643
C 2.96 -0.52 -1.76  -0.453
C 2.81 -1.94 0.14  -0.166
C 2.74 -2.10 1.65  -1.389
N 1.61 -1.44 2.26  -0.258
C 1.71 -0.77 3.41  0.648
C 0.52 -0.43 4.13  0.001
F -0.65 -0.88 3.65  -0.402
C 0.49 0.29 5.29  0.519
F -0.70 0.53 5.87  -0.360
C 1.65 0.74 5.92  -0.868
C 2.82 0.41 5.28  0.381
F 4.00 0.82 5.82  -0.372
C 2.87 -0.30 4.10  0.125
F 4.13 -0.49 3.60  -0.433
H 4.66 -0.02 0.41  0.330
H 3.26 0.50 1.39  -0.008
H 3.61 1.31 -0.14  0.209
H 2.24 -1.16 -2.26  0.000
H 3.98 -0.85 -2.03  0.336
H 2.82 0.50 -2.12  -0.362
H 3.76 -2.42 -0.18  0.570
H 1.99 -2.48 -0.34  -0.726
H 3.69 -1.77 2.07  0.459
H 2.68 -3.18 1.83  0.247
H 1.62 1.31 6.83  0.478
C -1.01 -2.11 -6.54  -1.455
C -0.24 -2.69 -5.37  1.419
C 0.97 -3.49 -5.80  -1.514
O 0.26 -1.63 -4.53  -0.093
P -0.60 -0.90 -3.38  -0.974
O 0.00 -1.13 -2.07  0.058
C -0.59 0.82 -3.94  -0.947
P -1.20 1.91 -2.61  -0.266
O -1.95 1.16 -1.61  0.089
O -1.98 3.06 -3.39  -0.233
C -3.41 3.27 -3.48  0.724
C -3.71 3.47 -4.95  -1.557
C -4.26 2.18 -2.85  -1.123
O 0.08 2.64 -2.09  0.392
C 0.69 3.89 -2.46  0.647
C 2.05 3.88 -1.81  -1.332
C -0.16 5.07 -2.01  -1.118
O -2.09 -1.33 -3.65  -0.012
C -2.78 -2.32 -2.81  1.860
C -3.63 -3.16 -3.74  -1.727
C -3.59 -1.60 -1.76  -1.199
H -1.34 -2.91 -7.21  0.425
H -0.37 -1.42 -7.10  0.350
H -1.89 -1.57 -6.19  0.266
H -0.89 -3.33 -4.78  -0.289
H 1.66 -2.85 -6.36  0.347
H 0.66 -4.32 -6.44  0.392
H 1.49 -3.88 -4.93  0.267
H -1.22 0.92 -4.82  0.322
H 0.44 1.06 -4.20  0.452
H -3.60 4.21 -2.95  0.275
H -3.64 2.51 -5.48  0.257
H -3.01 4.17 -5.40  0.359
H -4.73 3.86 -5.07  0.449
H -4.05 1.21 -3.31  -0.030
H -5.31 2.43 -3.03  0.540
H -4.09 2.08 -1.78  0.151
H 0.79 3.90 -3.56  0.224
H 1.92 3.69 -0.74  0.109
H 2.55 4.84 -1.95  0.477
H 2.68 3.09 -2.22  0.274
H -0.43 4.94 -0.96  0.008
H -1.08 5.14 -2.59  0.197
H 0.41 5.99 -2.13  0.497
H -2.02 -2.94 -2.32  -0.583
H -4.39 -2.53 -4.21  0.307
H -4.14 -3.93 -3.16  0.402
H -3.04 -3.64 -4.52  0.335
H -4.35 -0.97 -2.23  0.314
H -2.97 -0.99 -1.10  -0.068
H -4.08 -2.34 -1.12  0.471
C -6.96 3.28 1.69  -0.953
O -6.26 2.27 1.01  -0.453
C -4.87 2.28 1.19  0.446
C -4.16 3.43 1.44  -0.946
C -2.76 3.34 1.56  -1.631
C -2.03 2.12 1.43  0.621
C -0.61 2.14 1.53  0.952
C 0.06 3.46 1.83  -1.959
O 0.22 1.14 1.42  -0.477
C -2.83 0.91 1.17  0.628
O -2.34 -0.29 1.00  -1.013
C -4.22 1.05 1.06  -0.302
H -8.01 2.99 1.70  0.287
H -6.87 4.25 1.19  0.263
H -6.60 3.39 2.72  0.376
H -4.65 4.39 1.55  0.240
H -2.22 4.25 1.78  0.234
H -0.20 3.83 2.83  0.311
H -0.21 4.25 1.12  0.215
H 1.14 3.29 1.79  0.312
H -4.80 0.15 0.86  0.301
C 0.82 -4.54 -1.92  -0.492
O 1.09 -5.00 -0.59  -0.398
C 0.32 -4.57 0.45  0.219
S 0.70 -5.21 1.92  -0.396
S -0.91 -3.43 0.09  -0.298
H -0.12 -4.95 -2.30  0.415
H 1.65 -4.90 -2.52  0.227
H 0.75 -3.45 -1.98  0.056



Entry 3:
Computed, not measured: C34H53N4OP2Sn as an isolated structure at a distorted geometry, with wB97M-V/def2-TZVPD.

E_HOMO (alpha / beta) ... -15.94 / -16.36 eV
Gap between HOMO and LUMO (alpha / beta) ... 5.5929 / 5.7420 eV
Net charge ... +3

Each line ends with the Mulliken charge.
Geometry (Å):
C 0.45 -1.37 -2.88  0.048
C -1.43 -2.06 -1.66  0.481
C 0.14 -2.22 -3.93  -0.785
C -1.90 -2.77 -2.81  -1.303
C -1.11 -2.85 -3.94  -0.928
H 0.86 -2.33 -4.74  0.597
H -2.85 -3.29 -2.73  0.590
H -1.43 -3.41 -4.82  0.506
N -0.41 -1.14 -1.88  1.100
P 1.72 0.96 -2.00  0.520
P -1.66 -1.75 1.26  0.062
C 1.82 -0.70 -2.79  -1.274
H 2.51 -1.34 -2.20  0.442
H 2.27 -0.62 -3.79  0.702
C 1.05 1.58 2.13  0.152
O 1.14 1.98 3.20  -0.151
C -1.90 -2.37 -0.37  -0.968
H -2.80 -3.02 -0.42  0.791
C -1.59 -3.46 2.20  2.019
C -3.16 -0.68 1.94  2.172
C 3.45 1.38 -1.38  1.847
C 1.04 2.02 -3.41  2.115
C -0.50 -3.28 3.26  -1.595
H -0.73 -2.47 3.97  0.333
H -0.40 -4.21 3.84  0.531
H 0.47 -3.06 2.80  0.268
C -2.92 -3.88 2.84  -1.868
H -3.29 -3.18 3.60  0.362
H -3.70 -4.04 2.09  0.407
H -2.76 -4.84 3.35  0.501
C -1.20 -4.59 1.24  -1.755
H -0.98 -5.50 1.83  0.635
H -2.01 -4.83 0.54  0.364
H -0.30 -4.35 0.67  -0.033
C -2.99 -0.50 3.46  -1.540
H -2.06 0.03 3.69  0.275
H -3.83 0.09 3.84  0.508
H -2.98 -1.45 4.02  0.270
C -3.13 0.72 1.30  -2.003
H -2.20 1.26 1.53  0.082
H -3.24 0.69 0.21  0.314
H -3.96 1.31 1.71  0.749
C -4.49 -1.33 1.55  -1.772
H -4.65 -2.31 2.02  0.331
H -5.31 -0.67 1.90  0.535
H -4.58 -1.44 0.47  0.360
C 1.18 3.50 -3.02  -1.937
H 0.71 4.11 -3.81  0.551
H 0.67 3.71 -2.08  0.343
H 2.23 3.82 -2.95  0.269
C -0.46 1.71 -3.60  -1.231
H -0.63 0.68 -3.91  0.362
H -1.04 1.92 -2.69  -0.038
H -0.84 2.37 -4.40  0.611
C 1.75 1.73 -4.74  -1.728
H 1.40 2.46 -5.48  0.522
H 2.84 1.82 -4.67  0.294
H 1.51 0.73 -5.12  0.403
C 4.04 0.17 -0.61  -1.839
H 4.34 -0.63 -1.30  0.351
H 4.94 0.51 -0.07  0.604
H 3.34 -0.24 0.12  0.271
C 3.35 2.59 -0.43  -1.341
H 2.72 2.38 0.44  0.043
H 4.37 2.82 -0.08  0.548
H 2.96 3.48 -0.95  0.294
C 4.37 1.71 -2.56  -1.815
H 4.46 0.88 -3.27  0.377
H 4.06 2.62 -3.10  0.365
H 5.38 1.91 -2.16  0.510
Sn 0.04 0.33 -0.17  0.934
N 1.05 -1.55 0.42  -0.277
C 1.14 -2.74 0.27  0.730
C 2.15 -3.78 0.41  0.308
C 3.29 -3.46 1.18  -0.325
C 2.05 -5.04 -0.19  -0.016
C 4.28 -4.42 1.39  -0.846
H 3.37 -2.46 1.62  0.399
C 3.04 -6.00 0.04  -0.907
H 1.19 -5.26 -0.83  0.512
C 4.16 -5.69 0.82  -0.480
H 5.15 -4.16 2.00  0.447
H 2.93 -7.00 -0.40  0.446
H 4.93 -6.44 0.99  0.442
C -3.27 5.19 0.67  -0.769
N -1.91 4.91 0.19  -0.021
C -0.89 5.95 0.29  -0.734
C -1.60 3.72 -0.24  0.105
N -1.32 2.65 -0.65  -0.520
H -3.33 6.25 0.89  0.296
H -3.49 4.60 1.58  0.306
H -4.00 4.92 -0.10  0.314
H -0.11 5.69 1.03  0.284
H -0.39 6.10 -0.69  0.308
H -1.38 6.88 0.59  0.286